50
Properties=species:S:1:pos:R:3:mulliken_charge:R:1 method="wB97M-V/def2-TZVPD" mol_weight_g_mol=466.19 charge=-2 spin_multiplicity=1
O -2.177 -22.195 -21.814 -0.584
V -2.459 -21.989 -23.371 1.570
O -4.010 -21.940 -23.567 -0.715
O 2.268 -24.864 -22.197 -0.782
V 1.230 -23.843 -22.940 1.607
O 0.749 -22.695 -21.968 -0.919
C 2.527 -22.946 -25.499 0.825
O 2.207 -24.007 -25.988 -0.666
O 2.414 -22.636 -24.274 -0.575
O 2.374 -21.944 -26.122 -0.715
C -0.876 -24.773 -24.592 0.760
O -0.936 -23.674 -24.033 -0.378
O -0.763 -24.918 -25.791 -0.596
O 0.031 -25.363 -23.984 -0.780
C 1.936 -17.932 -19.489 -1.334
C 1.649 -19.389 -19.841 0.615
C 1.289 -20.171 -18.626 -1.313
O 0.638 -19.448 -20.857 -0.566
H 1.033 -17.323 -19.446 0.333
H 2.694 -17.583 -20.190 0.337
H 2.436 -17.833 -18.525 0.350
H 2.470 -19.946 -20.292 0.254
H 0.953 -21.197 -18.782 0.419
H 0.586 -19.676 -17.957 0.297
H 2.267 -20.296 -18.163 0.334
H 0.502 -20.362 -21.117 0.259
C 7.065 -24.065 -22.116 -1.331
C 6.799 -25.263 -23.027 0.544
C 5.343 -25.623 -23.101 -0.973
O 7.385 -25.010 -24.303 -0.585
H 6.554 -23.124 -22.317 0.354
H 8.133 -23.847 -22.094 0.337
H 6.676 -24.367 -21.143 0.343
H 7.403 -26.085 -22.644 0.157
H 5.101 -26.479 -23.731 0.443
H 4.788 -24.701 -23.270 0.164
H 5.027 -26.007 -22.131 0.214
H 7.150 -25.752 -24.866 0.311
C 2.262 -28.317 -21.547 -1.117
C 1.419 -29.493 -21.984 0.414
C 2.264 -30.459 -22.856 -1.320
O 1.031 -30.255 -20.853 -0.606
H 2.461 -27.752 -22.458 0.287
H 3.071 -28.760 -20.966 0.298
H 1.773 -27.568 -20.925 0.313
H 0.544 -29.101 -22.502 0.333
H 1.740 -31.336 -23.237 0.369
H 3.101 -30.957 -22.368 0.351
H 2.476 -29.875 -23.752 0.349
H 1.646 -30.876 -20.456 0.319



7
Properties=species:S:1:pos:R:3:mulliken_charge:R:1 method="wB97M-V/def2-TZVPD" mol_weight_g_mol=118.45 charge=0 spin_multiplicity=1
C 2.132 0.102 0.151 -0.487
F -2.103 -1.026 0.272 -0.207
F -2.374 1.359 -0.078 -0.177
P -3.019 0.004 -0.550 0.359
Cl 0.425 0.239 -0.095 -0.033
H 2.670 -0.118 -0.741 0.292
H 2.268 -0.561 1.041 0.252



166
Properties=species:S:1:pos:R:3:mulliken_charge:R:1 method="wB97M-V/def2-TZVPD" mol_weight_g_mol=1363.74 charge=0 spin_multiplicity=1
Cd 1.254 21.692 -26.351 6.222
C 0.919 25.441 -24.567 0.687
F 1.207 26.464 -23.688 -0.254
F -0.349 25.537 -25.046 -0.128
F 1.786 25.561 -25.588 -0.065
S 1.166 23.626 -23.813 0.337
O 2.548 23.282 -24.033 -0.531
O 0.842 23.684 -22.371 -0.555
N 0.313 22.507 -24.854 -0.985
S -1.190 22.718 -24.344 0.147
O -1.572 23.937 -23.574 -0.486
O -2.109 22.464 -25.463 -0.281
C -1.420 21.245 -23.099 0.496
F -1.469 20.063 -23.827 -0.131
F -0.392 21.130 -22.283 -0.185
F -2.570 21.458 -22.419 -0.196
C -0.235 20.487 -29.830 0.008
F -1.367 19.923 -30.291 0.024
F 0.613 19.561 -29.446 -0.241
F 0.375 21.155 -30.800 -0.190
S -0.709 21.717 -28.380 0.131
O -1.866 22.507 -28.825 -0.285
O -0.830 20.896 -27.174 -0.774
N 0.800 22.545 -28.074 0.073
S 0.586 23.917 -28.798 -0.276
O 0.136 23.857 -30.207 -0.676
O -0.049 24.932 -27.950 0.370
C 2.439 24.523 -28.943 -0.633
F 2.425 25.751 -29.458 0.112
F 3.011 24.439 -27.753 0.123
F 3.083 23.683 -29.787 -0.232
C 3.546 16.838 -27.615 -1.255
C 2.086 16.835 -28.121 0.407
O 1.340 17.359 -27.063 -0.415
H 4.234 16.531 -28.402 0.394
H 3.683 16.182 -26.755 0.366
H 3.808 17.844 -27.287 0.059
H 1.694 15.856 -28.398 0.580
H 1.986 17.413 -29.040 -0.236
H 0.423 17.077 -27.075 0.064
C -1.393 16.653 -29.821 -0.629
C -1.672 16.619 -31.342 0.045
O -1.136 15.388 -31.761 -0.571
H -2.096 15.948 -29.378 0.502
H -1.590 17.617 -29.352 0.089
H -0.358 16.418 -29.571 0.026
H -1.188 17.466 -31.829 -0.278
H -2.724 16.774 -31.579 0.458
H -1.287 15.334 -32.707 0.341
C 0.046 28.052 -27.135 0.361
C 0.021 29.438 -27.788 -0.397
O -0.938 30.218 -27.157 -0.592
H 0.821 27.345 -27.434 -0.439
H -0.911 27.558 -27.303 -0.164
H 0.244 28.125 -26.066 0.274
H -0.171 29.372 -28.859 0.456
H 0.971 29.939 -27.600 0.021
H -1.783 29.904 -27.487 0.371
C -3.229 25.168 -27.038 -0.487
C -3.302 25.638 -28.454 0.385
O -4.593 26.133 -28.832 -0.614
H -3.290 25.980 -26.314 0.543
H -2.298 24.627 -26.865 -0.291
H -4.065 24.500 -26.830 0.354
H -3.067 24.749 -29.040 -0.168
H -2.560 26.383 -28.738 -0.012
H -4.797 26.880 -28.265 0.330
C 3.283 18.908 -24.427 -1.267
C 1.899 19.558 -24.454 0.053
O 1.517 19.650 -25.852 -0.401
H 3.721 18.802 -23.434 0.434
H 3.998 19.448 -25.047 0.027
H 3.171 17.915 -24.862 0.335
H 1.867 20.547 -23.996 0.353
H 1.195 18.932 -23.905 0.298
H 1.522 18.741 -26.162 -0.455
C 3.629 28.333 -27.702 0.300
C 4.326 29.726 -27.535 -0.557
O 5.295 29.611 -26.554 -0.552
H 3.259 27.942 -26.755 0.144
H 4.266 27.529 -28.069 -0.011
H 2.754 28.450 -28.342 -0.250
H 3.646 30.475 -27.128 0.180
H 4.838 30.055 -28.439 0.417
H 6.142 29.901 -26.900 0.327
C -3.233 17.879 -26.543 -1.026
C -1.897 17.468 -25.925 0.565
O -1.291 16.562 -26.770 -0.682
H -3.103 18.288 -27.545 0.007
H -3.684 18.693 -25.975 0.374
H -3.908 17.024 -26.574 0.540
H -2.039 17.023 -24.941 0.300
H -1.254 18.330 -25.745 -0.542
H -1.910 15.879 -27.037 0.320
C -0.103 27.059 -31.510 -0.818
C 1.025 28.031 -31.158 0.281
O 0.614 29.320 -31.493 -0.596
H 0.061 26.030 -31.190 -0.044
H -0.145 26.928 -32.591 0.389
H -1.047 27.480 -31.162 0.275
H 1.913 27.754 -31.727 0.461
H 1.329 27.905 -30.119 -0.233
H 1.247 29.930 -31.105 0.335
C 1.886 16.776 -32.110 -0.524
C 3.290 17.230 -32.595 -0.421
O 3.065 18.166 -33.723 -0.497
H 2.063 15.853 -31.559 0.500
H 1.241 16.541 -32.957 0.415
H 1.378 17.493 -31.465 -0.382
H 3.816 16.347 -32.957 0.348
H 3.857 17.758 -31.828 0.267
H 3.958 18.417 -33.970 0.236
C 1.446 21.429 -33.864 -1.052
C 0.528 20.236 -34.053 0.447
O 1.063 19.429 -35.049 -0.631
H 1.699 21.856 -34.834 0.396
H 2.363 21.084 -33.387 0.271
H 0.979 22.159 -33.204 0.168
H -0.462 20.577 -34.355 0.270
H 0.344 19.588 -33.197 -0.228
H 1.918 19.081 -34.787 0.446
C -3.103 19.494 -33.292 -0.567
C -4.217 19.788 -32.267 0.060
O -5.489 19.544 -32.748 -0.566
H -2.142 19.832 -32.903 -0.274
H -3.234 20.028 -34.233 0.572
H -3.146 18.415 -33.446 0.226
H -4.094 20.834 -31.985 0.259
H -4.139 19.251 -31.322 -0.025
H -5.545 19.975 -33.604 0.327
C -4.557 20.882 -28.418 0.014
C -5.848 20.105 -28.683 -0.580
O -6.842 20.514 -27.826 -0.588
H -4.698 21.961 -28.484 0.363
H -3.719 20.624 -29.066 -0.198
H -4.179 20.786 -27.400 0.063
H -5.551 19.071 -28.509 0.322
H -6.296 20.215 -29.671 0.271
H -6.615 20.195 -26.949 0.326
C 7.303 24.317 -26.424 -1.605
C 5.814 24.617 -26.509 0.378
O 5.008 23.783 -25.693 -0.496
H 7.477 23.278 -26.705 0.332
H 7.680 24.379 -25.403 0.383
H 7.868 25.040 -27.011 0.394
H 5.519 24.434 -27.543 -0.177
H 5.606 25.618 -26.131 0.462
H 4.698 24.279 -24.931 0.270
C 3.551 20.550 -28.492 -0.246
C 4.268 21.326 -27.377 -0.239
O 3.318 21.936 -26.504 -0.382
H 3.079 21.223 -29.207 0.098
H 2.786 19.857 -28.140 -0.873
H 4.339 19.927 -28.918 0.715
H 4.978 22.036 -27.801 -0.042
H 4.818 20.556 -26.835 0.384
H 3.748 22.741 -26.206 -0.194
C 5.946 25.861 -30.366 -0.793
C 6.192 24.435 -30.844 0.103
O 7.417 24.365 -31.456 -0.570
H 5.081 25.871 -29.703 -0.052
H 5.635 26.444 -31.232 0.402
H 6.776 26.354 -29.858 0.369
H 5.448 24.153 -31.589 0.220
H 6.092 23.712 -30.035 0.022
H 7.589 23.440 -31.647 0.314



38
Properties=species:S:1:pos:R:3:mulliken_charge:R:1 method="wB97M-V/def2-TZVPD" mol_weight_g_mol=284.97 charge=-1 spin_multiplicity=1
B 0.380 0.754 0.190 0.297
F 0.463 2.025 -0.424 -0.474
F 0.993 0.777 1.397 -0.234
F -0.967 0.428 0.342 -0.230
F 0.979 -0.144 -0.616 -0.151
O 1.369 -2.379 1.035 -0.647
H 0.452 -2.290 1.193 0.264
H 1.526 -1.894 0.252 0.339
O 2.904 2.281 -1.818 -0.618
H 2.306 3.003 -1.808 0.297
H 2.472 1.697 -2.508 0.282
O 4.054 -2.192 0.040 -0.638
H 3.642 -3.054 -0.043 0.302
H 3.551 -1.613 -0.533 0.340
O -1.964 1.851 -2.054 -0.675
H -1.380 2.036 -1.344 0.313
H -2.830 1.753 -1.837 0.252
O -0.496 -0.396 -2.746 -0.704
H -1.019 0.413 -2.820 0.434
H -0.001 -0.294 -1.913 0.295
O 3.323 1.339 2.826 -0.649
H 2.422 1.451 2.599 0.356
H 3.359 0.498 3.282 0.295
O -3.713 -0.946 -1.058 -0.656
H -3.727 -0.157 -0.551 0.352
H -2.877 -1.406 -0.784 0.331
O -4.224 1.321 0.250 -0.680
H -5.080 1.147 0.624 0.285
H -3.592 1.178 0.939 0.386
O 2.867 -1.437 -2.565 -0.653
H 2.059 -1.952 -2.481 0.331
H 2.477 -0.616 -2.804 0.286
O -2.427 0.559 2.464 -0.746
H -2.023 1.261 3.018 0.323
H -1.725 0.280 1.856 0.444
O -0.981 -1.985 2.576 -0.618
H -1.821 -2.193 2.949 0.291
H -0.759 -1.118 2.860 0.276



23
Properties=species:S:1:pos:R:3:mulliken_charge:R:1 method="wB97M-V/def2-TZVPD" mol_weight_g_mol=167.23 charge=0 spin_multiplicity=1
C 0.518 1.353 -1.545 -1.338
C -0.401 -0.772 -2.670 -1.288
C 1.527 0.097 1.581 -1.192
C 0.187 -0.113 -1.376 0.443
C 0.041 0.358 1.364 -0.270
N -0.735 -0.397 -0.269 -0.555
O -2.450 0.041 2.024 -0.485
O -0.862 -1.833 2.496 -0.577
O -0.880 0.208 3.860 -0.591
S -1.042 -0.441 2.618 1.175
H 1.353 1.258 -2.247 0.373
H -0.272 1.907 -2.012 0.329
H 1.028 1.811 -0.698 0.352
H -0.785 -1.805 -2.409 0.327
H 0.355 -0.860 -3.449 0.395
H -1.254 -0.122 -2.978 0.304
H 1.996 -0.965 1.360 0.250
H 1.670 0.345 2.615 0.453
H 2.145 0.790 0.913 0.300
H 1.259 -0.722 -1.245 0.141
H -0.279 1.309 1.067 0.725
H -0.763 -1.423 -0.099 0.262
H -2.354 -0.023 1.098 0.467



The evaluated ΔE to the lowest compared entry with this formula, charge and spin for the records listed, in turn: 1.303 2.139 0.000 1.169 2.169 eV.
The evaluated total energy for the records listed, in turn: -89784.3168 -28313.9967 -167296.4866 -34435.6424 -23860.9546 eV.